Here is a single CH4N2O2S molecule in a non-equilibrium geometry from the Open Molecules 2025 dataset. Energies are from ωB97M-V/def2-TZVPD.

Last column: Mulliken charge in e.
Cartesian coordinates (Å):
C 1.290 0.066 0.200  0.537
N 0.856 -0.218 1.403  -0.349
N -0.038 0.213 -0.875  -0.052
O 2.405 0.304 -0.193  -0.520
O -1.211 0.018 -0.197  -0.480
S 0.260 -0.820 -2.253  -0.171
H -0.108 -0.376 1.827  0.251
H 1.541 -0.541 2.065  0.247
H -1.964 0.555 -0.675  0.359
H 1.447 -0.109 -2.469  0.177

Results
SMILES   NC(=O)N(O)S
LUMO energy   0.554 eV
Calculated total energy   -698.5831 Ha
Highest occupied orbital energy   -8.11 eV
ΔE to the lowest compared entry with this formula, charge and spin   57.9 kcal/mol
Kohn-Sham gap   8.66 eV